Entry 1:
Below is a 2-piece molecular cluster, C7H10O3S2 overall, with properties calculated with ωB97M-V with the def2-TZVPD basis set.

Each line ends with the Mulliken charge.
CARTESIAN COORDINATES (ANGSTROEM)
C (-0.57425, 1.46864, 2.63805)  -1.123
C (-0.93179, 1.39938, 1.22567)  -0.326
O (0.10415, 1.07595, 0.21621)  -0.370
C (0.70710, -0.14371, 0.27582)  -0.198
C (1.89865, -0.44305, 0.66959)  0.747
O (2.93217, -0.69831, 1.11626)  -0.380
C (-0.15762, -1.32787, -0.14328)  0.781
C (0.46403, -2.70897, -0.27816)  -1.162
O (-1.26117, -1.14661, -0.62158)  -0.577
H (0.11255, 2.24072, 2.82797)  0.313
H (-1.53628, 1.56776, 3.16328)  0.351
H (-0.20851, 0.53033, 2.96423)  0.364
H (-1.42127, 2.30118, 0.89352)  0.392
H (-1.87495, 0.63480, 1.05594)  0.240
H (1.46763, -2.72210, 0.14436)  0.315
H (0.51986, -2.90027, -1.31027)  0.300
H (-0.12868, -3.49511, 0.18560)  0.323
S (1.50077, 0.15148, -2.53801)  -0.200
C (0.39029, 1.19838, -3.15431)  -0.205
S (-1.31367, 1.09326, -3.07827)  -0.101
H (0.62787, 2.07887, -3.62769)  0.372
H (-1.31687, -0.15475, -2.62491)  0.144

- SMILES = CCOC(=C=O)C(C)=O.S=CS


Entry 2:
Below is a 2-piece molecular cluster, C6H12N3S overall, with properties calculated with ωB97M-V with the def2-TZVPD basis set.

Each line ends with the Mulliken charge.
CARTESIAN COORDINATES (ANGSTROEM)
C (-0.13977, 2.19366, -1.52968)  -0.479
C (0.68171, 1.28082, -0.87619)  -0.207
C (-1.31796, 1.62186, -2.05631)  0.837
C (-1.27590, 0.27422, -1.99491)  -0.374
C (-2.54474, 2.41744, -2.61004)  -1.525
C (-0.34514, -0.61496, 0.76053)  -0.123
N (2.16848, -2.93502, 3.64889)  -0.827
N (0.45547, -1.18351, 1.50730)  -0.224
N (1.51863, -1.85778, 1.30398)  -0.232
S (0.09381, -0.32885, -1.17176)  -0.088
H (0.23819, 3.18730, -1.45907)  0.404
H (1.65689, 1.60240, -0.50980)  0.418
H (-3.23667, 1.87608, -3.10335)  0.444
H (-3.19166, 2.81437, -1.82232)  0.346
H (-2.21813, 3.32132, -3.00663)  0.372
H (-1.23420, -0.06890, 1.02766)  0.493
H (1.88065, -2.38404, 2.22111)  0.441
H (3.07361, -3.04622, 3.29962)  0.280
H (2.07918, -2.23845, 4.42499)  0.263
H (2.09528, -1.93878, 0.46989)  0.190
H (1.70296, -3.75466, 3.96023)  0.231
H (-2.14071, -0.23831, -2.48417)  0.358

- net charge = +1


In order of appearance, gap between HOMO and LUMO = 0.306; 0.310 Ha.
In order of appearance, energy relative to the best compared isomer or geometry (same formula, charge and spin) = 89.41; 355.48 kJ/mol.